Record 1
This record from OMol25 describes C23H26N4O2SV as an isolated structure at a distorted geometry. The level of theory is ωB97M-V/def2-TZVPD.

Computed properties:
HOMO (alpha / beta): -10.61 / -11.19 eV
LUMO level (alpha / beta): -3.984 / -4.063 eV
Kohn-Sham gap (alpha / beta): 6.63 / 7.13 eV
multiplicity: 3
charge: +1
calculated total energy: -70841.0501 eV
maximum force: 2.80 eV/A

Structure (XYZ):
```
57
Properties=species:S:1:pos:R:3:forces:R:3:mulliken_spin:R:1
V -0.893142 0.366923 0.183911 1.297 -1.375 0.149 1.867
S 0.098999 1.766210 -1.388074 0.025 0.327 -0.066 -0.011
C -1.057521 2.981585 -0.852855 0.278 -0.101 -0.030 0.022
N -0.747504 4.263649 -1.071596 -0.137 -0.084 -0.049 0.238
N -1.382724 5.239175 -0.481261 -0.110 -0.060 -0.126 0.319
C -2.042940 5.344832 0.774990 0.006 -0.094 -0.067 -0.058
C -3.020106 6.322315 0.886123 -0.103 0.015 -0.029 0.063
C -3.657949 6.524310 2.100780 0.034 0.001 -0.023 -0.031
C -3.311657 5.760569 3.203691 0.034 -0.032 -0.011 0.054
C -2.307510 4.804564 3.090754 -0.070 0.014 0.044 -0.024
C -1.667428 4.595226 1.883903 0.080 -0.054 -0.080 0.062
N -2.274117 2.613808 -0.428106 -0.062 0.165 0.073 -0.069
N -2.389980 1.306416 -0.272574 -2.219 1.583 -0.628 -0.336
C -3.740632 0.838235 -0.498283 0.014 0.148 0.157 0.037
C -4.715822 1.016651 0.463888 -0.006 0.003 0.135 -0.034
C -6.005720 0.575669 0.206238 0.001 0.009 -0.001 0.000
C -6.304305 -0.033451 -1.003802 0.030 0.011 -0.024 -0.004
C -5.315468 -0.190206 -1.967226 -0.019 0.003 0.033 0.002
C -4.025125 0.250204 -1.719001 0.008 -0.032 -0.006 -0.012
H -1.300808 6.103113 -1.002154 0.131 0.021 0.128 -0.018
H -3.293285 6.912148 0.019436 -0.009 -0.002 0.004 -0.002
H -4.424244 7.282836 2.180186 -0.010 -0.003 0.000 -0.001
H -3.808894 5.916785 4.150800 0.006 0.001 0.008 0.003
H -2.012971 4.226505 3.956797 0.004 0.012 0.004 -0.001
H -0.858225 3.881657 1.815135 0.028 -0.063 -0.068 0.009
H -4.466595 1.495792 1.402899 -0.013 0.021 -0.016 0.001
H -6.778342 0.718938 0.949440 -0.003 -0.027 0.009 0.000
H -7.310132 -0.378408 -1.200937 -0.004 0.001 -0.005 0.000
H -5.548990 -0.651509 -2.917138 -0.008 -0.003 -0.004 0.000
H -3.242911 0.147484 -2.460027 -0.008 -0.026 0.005 -0.001
C 1.454977 0.731378 2.220037 -0.055 -0.079 0.023 0.025
O 0.919664 0.178781 1.009957 0.589 -0.180 0.572 -0.037
C 1.841612 -0.660189 0.278033 0.018 -0.056 0.087 0.003
C 2.085923 -1.976005 0.990352 0.028 -0.002 0.093 -0.002
O 0.861236 -2.461627 1.462707 -0.039 0.036 -0.078 0.003
C 0.947377 -3.788248 1.954922 0.007 0.000 -0.010 0.000
H 2.413558 1.201662 2.004794 0.009 0.022 0.002 0.001
H 1.565994 -0.052175 2.967980 0.007 0.007 0.011 0.003
H 0.753112 1.483485 2.573405 -0.008 0.001 0.013 -0.016
H 2.779161 -0.117101 0.151090 -0.021 0.064 -0.101 0.001
H 1.382577 -0.818412 -0.697780 -0.033 -0.029 0.010 0.011
H 2.798471 -1.849449 1.817772 0.006 -0.019 -0.028 0.001
H 2.538378 -2.662871 0.263048 0.061 0.012 0.041 0.000
H 1.296732 -4.470584 1.174602 -0.002 -0.007 0.001 0.000
H -0.053504 -4.078414 2.263175 -0.004 0.002 0.007 0.000
H 1.625755 -3.847203 2.811714 0.003 -0.004 0.003 0.000
C -3.107281 -3.768940 0.059987 0.029 0.019 -0.014 -0.006
C -3.070308 -2.900139 1.141080 0.005 -0.002 0.018 0.003
C -2.331119 -1.728067 1.040331 0.163 -0.043 -0.059 -0.079
C -1.646174 -1.417262 -0.134491 0.126 -0.153 -0.148 0.026
C -1.693908 -2.296432 -1.214578 -0.005 0.011 0.023 -0.013
C -2.416124 -3.473739 -1.113335 -0.022 -0.016 0.038 0.007
H -3.677376 -4.685924 0.130675 -0.011 0.000 -0.008 0.000
H -3.610971 -3.134366 2.048673 0.001 0.000 0.004 0.000
H -2.292454 -1.062942 1.908362 -0.043 0.039 -0.014 -0.010
H -1.174057 -2.061592 -2.136649 -0.003 0.002 -0.001 0.003
H -2.453402 -4.162951 -1.946901 -0.002 -0.002 -0.003 0.000
```
Forces are in eV/Å.


Record 2
This record from OMol25 describes one molecule with the formula C23H26N4O6S at a distorted geometry. The level of theory is ωB97M-V/def2-TZVPD.

Computed properties:
relative energy (zero: lowest compared OMol25 entry of this formula, charge and spin): 52.2 kcal per mole
HOMO: -7.96 eV
LUMO level: 0.267 eV
Kohn-Sham gap: 8.22 eV
multiplicity: 1
charge: 0
calculated total energy: -53352.9978 eV
structure (SMILES): COc1cc(C(=O)NCc2nnc(SCC(=O)Nc3cc(C)cc(C)c3)o2)cc(OC)c1OC
maximum force: 1.65 eV/A

Structure (XYZ):
```
60
Properties=species:S:1:pos:R:3:forces:R:3:nbo_charge:R:1
C 0.967590 -3.105470 -2.050564 0.234 0.074 -0.029 -0.251
O -0.226401 -3.706218 -1.609797 -0.514 -0.026 0.220 -0.513
C -1.255307 -2.900492 -1.190984 -0.027 -0.195 -0.022 0.221
C -1.110042 -1.527211 -1.017432 -0.043 0.140 0.053 -0.259
C -2.174581 -0.755164 -0.571901 -0.255 -0.594 -0.106 -0.151
C -2.109731 0.711736 -0.362597 0.180 0.256 0.056 0.673
O -3.106862 1.412420 -0.333428 -0.245 -0.027 0.029 -0.632
N -0.874167 1.246439 -0.160194 0.214 -0.002 -0.093 -0.627
C -0.738513 2.651113 0.117736 -0.462 -0.048 0.131 -0.290
C 0.398321 3.267506 -0.603032 0.323 0.587 0.149 0.474
N 0.951172 4.411316 -0.364242 -1.413 -0.311 0.786 -0.294
N 2.025419 4.522006 -1.170230 1.229 -0.257 -1.029 -0.296
C 2.073442 3.435435 -1.870547 -0.107 0.329 0.303 0.263
S 3.331006 2.976704 -2.973946 0.190 -0.223 -0.298 0.293
C 3.258042 1.145546 -2.812310 -0.211 0.376 -0.140 -0.614
C 2.788233 0.686565 -1.438464 0.334 -0.132 -0.339 0.695
O 1.926323 -0.160310 -1.336890 -0.107 -0.135 -0.029 -0.632
N 3.387067 1.309820 -0.397748 0.428 0.073 0.284 -0.630
C 2.795536 1.467539 0.876119 -0.169 0.056 0.132 0.230
C 1.960596 0.503174 1.422841 0.016 -0.112 0.069 -0.304
C 1.285753 0.762643 2.608999 0.095 0.091 -0.032 0.012
C 0.334749 -0.254398 3.159892 -0.034 0.012 -0.007 -0.636
C 1.473972 1.983890 3.241539 0.009 -0.016 -0.048 -0.196
C 2.333764 2.942707 2.722098 0.060 -0.110 -0.086 0.018
C 2.521424 4.269115 3.387734 0.001 0.042 -0.021 -0.636
C 2.998741 2.673003 1.534906 -0.010 -0.150 0.061 -0.287
O 1.053933 2.592485 -1.579359 -0.080 0.194 -0.130 -0.432
C -3.403082 -1.356578 -0.308815 0.005 0.109 0.028 -0.273
C -3.565530 -2.718001 -0.475931 0.151 -0.186 -0.095 0.265
O -4.723509 -3.395237 -0.248659 0.413 -0.052 -0.107 -0.481
C -5.851392 -2.658819 0.157129 -0.181 0.144 0.072 -0.251
C -2.488916 -3.514695 -0.922345 -0.181 -0.086 -0.005 0.285
O -2.789003 -4.837985 -1.019834 0.047 0.492 0.263 -0.496
C -2.002367 -5.709541 -1.799180 0.226 -0.423 -0.232 -0.238
H 1.479959 -2.570771 -1.247105 -0.051 -0.004 -0.047 0.189
H 0.789054 -2.414188 -2.879184 -0.002 0.021 0.043 0.179
H 1.593974 -3.928185 -2.393506 -0.003 0.072 -0.001 0.194
H -0.166188 -1.067603 -1.253988 0.172 0.037 -0.052 0.234
H -0.047450 0.669214 -0.165047 -0.051 -0.060 0.049 0.422
H -0.588183 2.844243 1.189704 -0.020 0.010 -0.176 0.232
H -1.688024 3.120482 -0.175075 0.268 -0.038 0.093 0.275
H 4.271723 0.802091 -3.019963 0.000 -0.018 0.006 0.254
H 2.577630 0.745756 -3.564186 0.078 -0.051 0.200 0.254
H 4.086217 2.009477 -0.619809 -0.206 -0.101 -0.102 0.409
H 1.829705 -0.444699 0.927881 0.002 -0.063 -0.024 0.240
H 0.696718 -1.263373 2.977348 -0.016 -0.095 0.016 0.221
H 0.192418 -0.116062 4.228502 -0.041 -0.037 0.077 0.218
H -0.635962 -0.156300 2.671781 -0.091 -0.044 -0.007 0.229
H 0.940663 2.192334 4.157693 -0.059 0.031 0.137 0.202
H 1.987670 4.311793 4.333067 -0.017 0.051 0.074 0.215
H 2.147792 5.059136 2.737224 -0.023 0.104 0.010 0.235
H 3.577549 4.459359 3.570690 0.054 0.062 0.054 0.221
H 3.649714 3.421847 1.105648 0.048 0.114 -0.106 0.217
H -4.210059 -0.721404 0.016462 -0.107 0.019 0.020 0.244
H -5.688159 -2.170493 1.123292 -0.002 -0.005 -0.044 0.176
H -6.129439 -1.904573 -0.585882 0.019 -0.020 0.036 0.179
H -6.655922 -3.386337 0.252357 0.026 0.086 0.009 0.199
H -1.030941 -5.903924 -1.340087 -0.130 -0.002 -0.079 0.186
H -1.851768 -5.322594 -2.809816 -0.008 -0.017 0.055 0.176
H -2.574369 -6.636271 -1.848565 0.039 0.054 -0.028 0.187
```
Forces are in eV/Å.


Record 3
This record from OMol25 describes C23H26N4OReSi as an isolated structure at a distorted geometry. The level of theory is ωB97M-V/def2-TZVPD.

Computed properties:
HOMO (alpha / beta): -14.10 / -14.08 eV
LUMO level (alpha / beta): -8.464 / -8.809 eV
Kohn-Sham gap (alpha / beta): 5.63 / 5.27 eV
multiplicity: 4
charge: +2
calculated total energy: -42273.0805 eV
maximum force: 6.15 eV/A

Structure (XYZ):
```
56
Properties=species:S:1:pos:R:3:forces:R:3:mulliken_spin:R:1
Re -0.413473 0.236792 -0.251290 5.722 -2.068 0.860 2.966
C -1.493069 4.445708 -0.036212 0.706 0.791 -0.180 -0.003
C -1.415742 2.978395 -0.118103 3.108 -0.748 0.401 0.028
N -0.288124 2.207712 -0.097552 -1.321 5.541 -0.342 -0.169
N 0.915779 2.917520 -0.032450 -0.463 -2.143 0.189 0.022
C 1.845557 1.985489 0.090551 0.261 0.179 -0.036 -0.006
O 1.520296 0.685410 0.174415 -0.597 0.664 -0.391 0.096
C 3.257638 2.363736 0.093465 -0.919 -0.014 0.134 -0.017
C 4.226199 1.383447 0.120426 0.365 -0.703 0.160 -0.003
C 5.558050 1.752373 0.051386 0.762 -0.690 0.029 0.004
C 5.926823 3.091921 0.002839 -0.339 0.056 0.155 -0.013
C 4.929653 4.072089 0.015037 0.232 0.288 -0.023 0.007
C 3.596348 3.715399 0.048936 -0.480 0.483 -0.075 -0.012
C -2.529175 2.143592 -0.167266 -2.249 -2.134 -0.413 0.198
C -3.847513 2.566391 -0.106563 0.317 0.062 0.017 0.021
C -4.872548 1.640030 -0.116743 -0.257 -1.292 0.084 0.065
C -4.588347 0.253172 -0.288089 -0.018 0.935 0.212 0.000
C -3.265837 -0.127968 -0.405207 0.419 0.058 0.283 0.081
N -2.230337 0.792667 -0.288768 -5.084 0.373 -0.581 -0.009
H -0.466742 4.835958 -0.056333 -0.404 0.009 0.076 0.001
H -1.984884 4.802323 0.887800 0.150 -0.332 -0.325 0.014
H -2.033732 4.886719 -0.897195 0.145 -0.381 0.372 0.011
H 3.926925 0.337859 0.247151 0.249 0.395 -0.227 -0.002
H 6.329509 0.967156 0.050933 -0.402 0.495 0.052 0.000
H 6.976878 3.384031 0.005102 -0.293 -0.126 -0.109 0.000
H 5.217420 5.118663 -0.000448 -0.100 -0.120 -0.007 0.000
H 2.768784 4.446051 0.046753 0.806 -0.292 -0.013 -0.001
H -4.045221 3.628620 -0.027044 -0.071 -0.112 0.056 0.005
H -5.896308 1.973171 0.051070 0.202 -0.130 -0.234 0.001
H -5.376485 -0.509116 -0.292115 0.361 0.452 -0.114 0.002
H -2.979314 -1.196394 -0.546700 -0.176 1.072 0.179 0.004
C 1.881177 -3.492185 -0.518866 0.321 -0.006 -0.067 -0.002
Si 0.488928 -2.492515 -1.298114 1.126 -1.396 -1.224 0.010
C -0.714432 -3.575775 -2.255198 -0.115 -0.552 0.229 0.000
C 1.119075 -1.137783 -2.468961 0.495 0.224 0.088 0.073
N -0.319820 -1.645140 0.047610 -1.809 -1.005 0.453 -0.310
C -0.968140 -2.398229 1.089619 0.727 0.808 -0.292 -0.039
C -1.125399 -3.789895 1.084951 0.353 -0.022 -0.957 -0.077
C -1.854659 -4.381111 2.107303 0.139 -0.990 -0.064 0.032
C -2.352769 -3.639946 3.175686 0.058 0.396 -0.334 -0.083
C -2.162859 -2.246908 3.168060 -0.292 0.229 0.570 0.058
C -1.469079 -1.628767 2.144298 -0.087 -0.561 0.065 0.052
H 2.630683 -3.767825 -1.283296 -0.347 0.148 0.160 0.001
H 1.545971 -4.448389 -0.069096 0.097 0.615 -0.157 0.000
H 2.433356 -2.907620 0.242373 -0.344 -0.280 -0.247 -0.001
H -0.135788 -4.068701 -3.071577 -0.394 0.401 0.449 0.001
H -1.532997 -2.997233 -2.702102 0.198 -0.099 -0.051 0.000
H -1.183216 -4.395116 -1.656441 0.421 0.676 -0.548 0.001
H 1.524519 -1.581458 -3.407723 -0.354 -0.016 0.624 0.013
H 1.961084 -0.555685 -2.043788 -0.431 -0.241 -0.161 0.000
H 0.350775 -0.435946 -2.835424 0.023 -0.028 0.061 -0.003
H -0.697382 -4.378239 0.237007 -0.584 0.444 1.182 -0.005
H -2.008735 -5.473279 2.063095 0.098 0.715 0.153 0.000
H -2.879739 -4.140812 3.993592 0.171 0.309 -0.352 -0.001
H -2.574988 -1.634512 3.974229 0.227 -0.281 -0.172 0.002
H -1.224569 -0.565871 2.125000 -0.328 -0.055 0.404 -0.010
```
Forces are in eV/Å.


Record 4
This record from OMol25 describes C23H26N6PdSe as an isolated structure at a distorted geometry. The level of theory is ωB97M-V/def2-TZVPD.

Computed properties:
relative energy (zero: lowest compared OMol25 entry of this formula, charge and spin): 17.8 kcal per mole
HOMO (alpha / beta): -13.29 / -13.33 eV
LUMO level (alpha / beta): -6.316 / -6.367 eV
Kohn-Sham gap (alpha / beta): 6.98 / 6.97 eV
multiplicity: 1
charge: +2
calculated total energy: -102027.1144 eV
maximum force: 1.24 eV/A

Structure (XYZ):
```
57
Properties=species:S:1:pos:R:3:forces:R:3:nbo_charge:R:1
Pd -0.174358 -0.338009 0.150113 0.266 -0.183 0.985 0.857
C 0.837086 2.545516 -0.403548 -0.024 -0.084 -0.006 -0.273
N 0.373963 1.382684 -1.169489 0.144 0.531 -0.394 -0.460
C -0.896649 1.615205 -1.869741 -0.082 0.034 -0.023 -0.258
C -2.094753 1.552102 -0.946017 -0.037 0.198 -0.049 0.214
C -3.247816 2.268178 -1.221771 0.016 0.024 0.071 -0.227
C -4.347754 2.127361 -0.390193 -0.006 -0.044 0.068 -0.106
C -4.264503 1.286472 0.710487 0.040 0.094 -0.084 -0.233
C -3.085334 0.601676 0.926020 -0.025 -0.083 0.200 0.080
N -2.035316 0.730138 0.114971 0.869 -0.780 -0.413 -0.450
C 1.416770 0.771267 -2.002353 0.084 -0.049 -0.013 -0.256
C 2.370545 -0.099942 -1.209625 0.137 0.126 -0.089 0.214
C 3.685620 -0.258724 -1.615917 -0.007 -0.002 0.101 -0.227
C 4.518481 -1.105179 -0.901061 0.004 -0.032 0.036 -0.110
C 4.024587 -1.754419 0.220818 -0.003 0.087 -0.065 -0.232
C 2.703724 -1.552109 0.569777 -0.031 -0.096 0.151 0.067
N 1.896991 -0.759715 -0.138022 -1.182 0.020 -0.200 -0.442
C 0.858952 2.357050 1.104333 0.013 -0.004 0.170 0.218
C 1.301896 3.395344 1.913611 -0.010 -0.012 0.039 -0.231
C 1.323895 3.217001 3.285221 0.005 0.017 -0.010 -0.117
C 0.902466 2.006176 3.818295 -0.016 -0.016 -0.070 -0.237
C 0.473574 1.024981 2.947821 -0.018 -0.027 0.138 0.061
N 0.453038 1.200754 1.622611 0.208 0.251 -0.227 -0.498
H 1.846763 2.815948 -0.722467 -0.006 0.029 -0.015 0.233
H 0.198668 3.404574 -0.624719 0.024 0.019 -0.012 0.234
H -0.889754 2.574742 -2.397569 -0.066 -0.020 -0.014 0.218
H -1.031391 0.832275 -2.619128 0.076 -0.022 -0.001 0.243
H -3.287732 2.925351 -2.080311 0.046 -0.010 0.006 0.245
H -5.259221 2.672575 -0.595116 0.004 0.004 -0.002 0.249
H -5.096653 1.163046 1.387954 0.019 -0.022 0.013 0.253
H -2.962135 -0.068952 1.766046 -0.009 -0.042 -0.049 0.226
H 0.936949 0.130031 -2.744489 -0.069 0.027 0.009 0.242
H 1.986663 1.530091 -2.548848 0.033 -0.051 -0.019 0.218
H 4.052750 0.274291 -2.482718 -0.028 0.019 0.010 0.245
H 5.544772 -1.249390 -1.211102 0.003 0.012 0.010 0.250
H 4.648749 -2.403797 0.816953 -0.019 -0.009 0.009 0.254
H 2.268579 -2.027293 1.438504 -0.025 -0.033 -0.042 0.224
H 1.624957 4.330210 1.473806 -0.001 -0.009 -0.026 0.240
H 1.665648 4.011702 3.934738 0.003 0.004 -0.013 0.247
H 0.906725 1.828035 4.883759 -0.012 -0.018 -0.003 0.250
H 0.130509 0.063689 3.309617 0.011 0.007 0.001 0.212
C -2.377965 -4.534862 1.712965 -0.117 0.131 0.232 -0.407
N -1.970897 -4.959020 0.385244 0.220 0.016 -0.203 -0.319
C -2.016798 -6.246893 -0.090961 0.003 -0.124 -0.101 -0.038
C -1.534454 -6.221361 -1.354207 -0.032 -0.073 0.036 -0.051
N -1.199729 -4.917599 -1.635290 0.062 -0.064 0.175 -0.317
C -0.620811 -4.463212 -2.887502 0.045 0.169 -0.236 -0.407
C -1.469450 -4.150143 -0.567732 0.270 0.109 0.259 0.261
Se -1.547263 -2.274938 -0.515845 -0.770 0.094 -0.409 -0.255
H -2.782732 -5.389597 2.246486 0.014 -0.036 -0.049 0.236
H -3.137421 -3.759620 1.639761 -0.012 -0.033 -0.044 0.235
H -1.525535 -4.138195 2.260630 0.024 -0.031 -0.034 0.225
H -2.391110 -7.070235 0.491363 0.009 0.045 0.041 0.254
H -1.409760 -7.010325 -2.074516 0.013 0.003 0.021 0.255
H -0.544116 -5.313322 -3.558425 -0.013 -0.020 0.017 0.235
H 0.371538 -4.049415 -2.720430 -0.011 -0.018 0.058 0.223
H -1.251209 -3.701473 -3.342034 -0.033 -0.021 0.058 0.236
```
Forces are in eV/Å.